The following is a DFT calculation (wB97M-V/def2-TZVPD) of a structure of composition C45H70AlBr3Cl3KN4O9.

For the molar mass, the calculation gives 1223.22 g/mol. For the calculated total energy, the calculation gives -12597.1534 a.u. Its HOMO energy is -0.197 Ha. The orbital gap comes out at 1.20 eV. As for the maximum force: 7.1 eV/A. Its LUMO energy is -4.16 eV.

ORCA input file:
```
! RIJCOSX wB97M-V def2-TZVPD def2/J DEFGRID3
* xyz 0 1
C 3.625 4.596 -2.139
C 2.835 3.918 -1.557
C 1.919 2.963 -0.937
C 2.278 1.517 -1.303
C 1.259 0.429 -0.938
C 0.904 0.249 0.594
C 2.250 0.497 1.365
C 2.442 -0.142 2.754
C 3.747 -0.913 2.963
O 4.843 -0.255 2.364
C 5.548 -1.163 1.531
C 0.508 -1.271 0.635
N 1.609 -2.198 0.867
C 1.288 -3.621 0.648
C 1.913 -4.452 1.771
C 1.597 -3.968 3.204
C -0.813 -1.382 1.398
O -1.240 -2.222 2.164
N -1.522 -0.231 0.922
C -0.514 0.896 1.052
C -1.134 2.007 0.160
C -0.937 3.493 0.594
C -2.249 4.165 1.050
C -1.899 5.676 1.338
C -3.296 4.112 -0.087
C -4.483 3.213 0.375
C -5.107 2.532 -0.819
C -5.119 1.191 -0.931
C -5.231 0.216 0.225
C -5.009 0.599 -2.335
C -0.728 1.287 2.529
N -2.149 1.489 2.837
C -2.288 2.206 4.136
H 4.243 5.142 -2.814
H 1.799 3.150 0.132
H 0.940 3.185 -1.378
H 3.286 1.292 -0.943
H 2.370 1.504 -2.395
H 0.344 0.474 -1.531
H 1.739 -0.521 -1.211
H 2.504 1.556 1.456
H 3.036 0.041 0.759
H 1.624 -0.809 3.002
H 2.502 0.800 3.590
H 3.583 -1.913 2.549
H 3.945 -0.945 4.042
H 5.913 -2.013 2.120
H 4.903 -1.599 0.751
H 6.365 -0.672 1.005
H 0.126 -1.557 -0.367
H 2.344 -1.918 0.229
H 1.795 -3.925 -0.278
H 0.224 -3.810 0.492
H 3.006 -4.464 1.673
H 1.619 -5.505 1.727
H 0.819 -4.596 3.635
H 1.332 -2.911 3.269
H 2.479 -4.112 3.840
H -1.656 -0.317 -0.084
H -0.845 1.924 -0.891
H -2.211 1.824 0.186
H -0.608 4.010 -0.366
H -0.131 3.669 1.314
H -2.601 3.792 2.008
H -2.139 5.944 2.376
H -0.820 5.826 1.255
H -2.342 6.358 0.619
H -2.798 3.672 -0.953
H -3.713 5.084 -0.341
H -5.187 3.826 0.954
H -4.083 2.449 1.042
H -5.549 3.114 -1.627
H -5.117 -0.795 -0.179
H -4.476 0.360 1.003
H -6.223 0.289 0.675
H -4.005 0.180 -2.430
H -5.772 -0.184 -2.435
H -5.199 1.397 -3.040
H -0.151 2.163 2.815
H -0.369 0.473 3.237
H -2.572 0.587 3.023
H -3.165 1.786 4.635
H -2.493 3.268 3.988
H -1.394 2.023 4.741
Al -1.469 -1.740 4.365
C 9.109 -0.456 5.310
C 8.019 -1.125 4.769
C 8.080 -2.488 4.548
C 9.235 -3.182 4.870
C 10.330 -2.531 5.407
C 10.262 -1.160 5.625
N 9.241 -4.627 4.640
O 8.209 -5.111 4.166
O 10.219 -5.299 4.910
H 9.057 0.611 5.488
H 7.116 -0.581 4.521
H 7.229 -3.003 4.128
H 11.229 -3.070 5.659
H 11.113 -0.643 6.046
C 4.183 -8.854 0.872
C 4.876 -7.510 0.699
C 4.034 -6.866 -0.392
O 2.701 -7.374 -0.243
C 2.723 -8.479 0.670
H 4.370 -9.324 1.836
H 4.505 -9.543 0.088
H 4.801 -6.930 1.622
H 5.929 -7.589 0.432
H 4.390 -7.146 -1.389
H 4.019 -5.777 -0.320
H 2.263 -8.153 1.609
H 2.131 -9.299 0.261
C -5.112 2.068 -6.112
Cl -3.985 2.745 -4.936
Cl -5.888 0.579 -5.517
H -5.878 2.797 -6.314
H -4.568 1.837 -7.021
C -8.696 3.561 -9.441
C -9.634 4.305 -10.013
C -10.576 5.156 -9.218
O -11.412 5.830 -9.819
C -10.466 5.142 -7.783
C -9.522 4.392 -7.180
C -8.561 3.557 -7.979
O -7.719 2.914 -7.401
O -9.390 4.349 -5.872
O -9.792 4.335 -11.364
H -8.012 2.945 -10.010
H -11.164 5.748 -7.223
H -8.646 3.746 -5.678
H -10.520 4.951 -11.530
Br 1.232 0.840 4.554
Cl 12.314 -4.548 4.221
Br -0.455 5.734 -1.635
K -11.592 4.572 -12.591
Br -1.930 -4.331 4.354
*
```